C2H5OPS3 | ωB97M-V/def2-TZVPD

lowest unoccupied orbital energy (spin up / spin down) = -1.90 / -1.91 eV
DFT total energy = -1690.23359 a.u.
charge = 0
strongest force on any atom = 0.0576 hartree/bohr
HOMO (spin up / spin down) = -7.605 / -7.604 eV
molar mass = 172.2 g mol⁻¹
energy relative to the best compared isomer or geometry (same formula, charge and spin) = 99.0 kcal per mole
SMILES = O=P#[SH]=C(S)CS
gap between HOMO and LUMO (spin up / spin down) = 5.70 / 5.70 eV

Each atom is followed by the atoms it is bonded to, with distances in Å.
CARTESIAN COORDINATES (ANGSTROEM)
1 O 0.438 3.448 1.622  P2 1.461
2 P 0.833 2.873 0.338  O1 1.461, S3 2.274
3 S -0.956 1.558 -0.154  P2 2.274, C4 1.843, H8 1.383
4 C -0.640 -0.246 0.053  S3 1.843, S5 1.828, C6 1.497
5 S 0.231 -0.566 1.628  C4 1.828, H9 1.449
6 C 0.121 -0.849 -1.085  C4 1.497, S7 1.878, H10 1.021, H11 1.074
7 S 0.040 -2.725 -1.084  C6 1.878, H12 1.311
8 H -1.347 1.563 1.172  S3 1.383
9 H 1.562 -0.768 1.093  S5 1.449
10 H -0.393 -0.678 -1.950  C6 1.021
11 H 1.171 -0.670 -1.227  C6 1.074
12 H -1.060 -2.941 -0.405  S7 1.311

Now the Mulliken charges, all in e:
1 O -0.360
2 P 0.530
3 S -0.139
4 C -0.330
5 S -0.198
6 C -0.679
7 S -0.199
8 H 0.269
9 H 0.122
10 H 0.495
11 H 0.358
12 H 0.132



C6H11NO2 | ωB97M-V/def2-TZVPD

lowest unoccupied orbital energy = 0.75 eV
DFT total energy = -440.43669 a.u.
charge = 0
strongest force on any atom = 0.0867 hartree/bohr
HOMO = -8.398 eV
molar mass = 129.2 g mol⁻¹
energy relative to the best compared isomer or geometry (same formula, charge and spin) = 31.7 kcal per mole
SMILES = C=C(N)C(C)(C)C(=O)O
gap between HOMO and LUMO = 9.14 eV

Each atom is followed by the atoms it is bonded to, with distances in Å.
CARTESIAN COORDINATES (ANGSTROEM)
1 C 1.814 0.532 -1.021  C2 1.335, H10 1.078, H11 1.075
2 C 0.504 0.282 -0.957  C1 1.335, N3 1.386, C4 1.648
3 N -0.295 0.268 -2.090  C2 1.386, H12 1.009, H13 1.008
4 C -0.210 -0.375 0.374  C2 1.648, C5 1.513, C6 1.512, C7 1.514
5 C 0.519 -1.596 0.893  C4 1.513, H14 1.086, H15 1.088, H16 1.090
6 C -1.708 -0.575 0.311  C4 1.512, H17 1.091, H18 1.090, H19 1.088
7 C 0.161 0.897 1.105  C4 1.514, O8 1.220, O9 1.370
8 O 0.856 0.898 2.108  C7 1.220
9 O -0.647 1.964 0.810  C7 1.370, H20 0.969
10 H 2.301 0.788 -1.949  C1 1.078
11 H 2.424 0.519 -0.137  C1 1.075
12 H 0.150 0.616 -2.926  N3 1.009
13 H -1.242 0.587 -1.960  N3 1.008
14 H 1.577 -1.398 1.031  C5 1.086
15 H 0.387 -2.419 0.194  C5 1.088
16 H 0.122 -1.862 1.873  C5 1.090
17 H -2.211 0.253 -0.189  C6 1.091
18 H -2.109 -0.570 1.325  C6 1.090
19 H -1.953 -1.482 -0.238  C6 1.088
20 H -0.442 2.670 1.441  O9 0.969

Now the Mulliken charges, all in e:
1 C -1.265
2 C 0.373
3 N -0.439
4 C 1.932
5 C -1.635
6 C -1.821
7 C 0.195
8 O -0.596
9 O -0.438
10 H 0.299
11 H 0.280
12 H 0.253
13 H 0.190
14 H 0.298
15 H 0.424
16 H 0.371
17 H 0.427
18 H 0.390
19 H 0.409
20 H 0.351



C4H15NO3 | ωB97M-V/def2-TZVPD

lowest unoccupied orbital energy (spin up / spin down) = 2.18 / 2.18 eV
DFT total energy = -441.77354 a.u.
charge = -1
2S+1 = 2
strongest force on any atom = 0.0607 hartree/bohr
HOMO (spin up / spin down) = 0.929 / -5.838 eV
molar mass = 125.2 g mol⁻¹
energy relative to the best compared isomer or geometry (same formula, charge and spin) = 46.6 kcal per mole
gap between HOMO and LUMO (spin up / spin down) = 1.25 / 8.02 eV

Each atom is followed by the atoms it is bonded to, with distances in Å.
CARTESIAN COORDINATES (ANGSTROEM)
1 C -0.235 -0.145 -0.532  C2 1.563, N5 1.439, H6 1.094, H7 1.085
2 C -0.908 0.318 0.801  C1 1.563, C3 1.521, H8 1.085, H9 1.090
3 C -2.099 -0.582 1.098  C2 1.521, C4 1.322, H10 1.081
4 C -3.344 -0.188 0.890  C3 1.322, H11 1.082, H12 1.086
5 N 0.374 0.945 -1.246  C1 1.439, H13 1.010, H14 0.989
6 H -1.009 -0.518 -1.210  C1 1.094
7 H 0.416 -0.975 -0.273  C1 1.085
8 H -1.194 1.364 0.776  C2 1.085
9 H -0.177 0.130 1.587  C2 1.090
10 H -1.900 -1.443 1.721  C3 1.081
11 H -3.621 0.777 0.487  C4 1.082
12 H -4.175 -0.798 1.230  C4 1.086
13 H -0.250 1.679 -1.550  N5 1.010
14 H 1.304 1.233 -1.421  N5 0.989
15 H -5.007 -5.528 -0.872  O17 0.956
16 H -4.375 -4.436 -1.725  O17 0.977
17 O -4.744 -4.609 -0.837  H15 0.956, H16 0.977
18 H 4.942 3.909 -0.801  O20 0.981
19 H 5.489 3.681 0.570  O20 0.988
20 O 5.203 3.162 -0.221  H18 0.981, H19 0.988
21 H 5.398 0.836 -0.261  O23 0.969
22 H 4.627 0.762 1.179  O23 0.932
23 O 5.285 0.427 0.610  H21 0.969, H22 0.932

Now the Mulliken charges, all in e:
1 C -0.510
2 C -0.715
3 C -0.059
4 C -0.812
5 N -0.751
6 H 0.249
7 H 0.394
8 H 0.399
9 H 0.226
10 H 0.343
11 H 0.263
12 H 0.274
13 H 0.231
14 H 0.322
15 H 0.311
16 H 0.324
17 O -0.638
18 H 0.806
19 H 0.526
20 O -1.783
21 H 0.496
22 H 0.453
23 O -1.349



C3H3NOS | ωB97M-V/def2-TZVPD

lowest unoccupied orbital energy = -0.83 eV
DFT total energy = -644.19961 a.u.
charge = 0
strongest force on any atom = 0.1584 hartree/bohr
HOMO = -9.889 eV
molar mass = 101.1 g mol⁻¹
energy relative to the best compared isomer or geometry (same formula, charge and spin) = 54.8 kcal per mole
SMILES = N#CC(=O)CS
gap between HOMO and LUMO = 9.06 eV

Each atom is followed by the atoms it is bonded to, with distances in Å.
CARTESIAN COORDINATES (ANGSTROEM)
1 N -2.027 -1.640 -0.218  C2 1.235
2 C -1.336 -0.629 -0.377  N1 1.235, C3 1.537
3 C -0.694 0.759 -0.228  C2 1.537, O4 1.183, C5 1.680
4 O -1.032 1.735 -0.804  C3 1.183
5 C 0.755 0.548 0.596  C3 1.680, S6 1.932, H7 1.188, H8 1.077
6 S 1.888 -0.452 -0.608  C5 1.932, H9 1.598
7 H 0.522 -0.214 1.477  C5 1.188
8 H 1.116 1.515 0.901  C5 1.077
9 H 0.808 -1.623 -0.741  S6 1.598

Now the Mulliken charges, all in e:
1 N -0.384
2 C 0.097
3 C 0.678
4 O -0.410
5 C -0.682
6 S -0.192
7 H 0.329
8 H 0.353
9 H 0.210



C4H5NO2S | ωB97M-V/def2-TZVPD

lowest unoccupied orbital energy = -0.16 eV
DFT total energy = -758.78693 a.u.
charge = 0
strongest force on any atom = 0.0244 hartree/bohr
HOMO = -9.321 eV
molar mass = 131.2 g mol⁻¹
energy relative to the best compared isomer or geometry (same formula, charge and spin) = 58.5 kcal per mole
SMILES = C=COC(=O)/C=N\S
gap between HOMO and LUMO = 9.16 eV

Each atom is followed by the atoms it is bonded to, with distances in Å.
CARTESIAN COORDINATES (ANGSTROEM)
1 C -1.005 1.618 2.625  C2 1.326, H9 1.112, H10 1.089
2 C -1.860 1.305 1.662  C1 1.326, O3 1.380, H11 1.105
3 O -1.642 0.620 0.484  C2 1.380, C4 1.345
4 C -0.438 0.156 0.106  O3 1.345, O5 1.217, C6 1.482
5 O 0.597 0.261 0.740  C4 1.217
6 C -0.548 -0.519 -1.208  C4 1.482, N7 1.280, H12 1.099
7 N 0.414 -1.076 -1.843  C6 1.280, S8 1.692
8 S 1.994 -1.103 -1.238  N7 1.692, H13 1.361
9 H 0.079 1.369 2.588  C1 1.112
10 H -1.365 2.168 3.493  C1 1.089
11 H -2.933 1.556 1.749  C2 1.105
12 H -1.543 -0.557 -1.672  C6 1.099
13 H 2.429 -1.766 -2.345  S8 1.361

Now the Mulliken charges, all in e:
1 C -0.603
2 C -0.007
3 O -0.293
4 C 1.020
5 O -0.592
6 C -0.354
7 N -0.411
8 S -0.072
9 H 0.222
10 H 0.265
11 H 0.306
12 H 0.359
13 H 0.159



C12H17N | ωB97M-V/def2-TZVPD

lowest unoccupied orbital energy (spin up / spin down) = -3.79 / -7.02 eV
DFT total energy = -521.92493 a.u.
charge = +1
2S+1 = 2
strongest force on any atom = 0.0301 hartree/bohr
HOMO (spin up / spin down) = -13.083 / -13.267 eV
molar mass = 175.3 g mol⁻¹
energy relative to the best compared isomer or geometry (same formula, charge and spin) = 11.1 kcal per mole
gap between HOMO and LUMO (spin up / spin down) = 9.29 / 6.24 eV

Each atom is followed by the atoms it is bonded to, with distances in Å.
CARTESIAN COORDINATES (ANGSTROEM)
1 C 2.927 0.200 3.196  C2 1.553, C3 1.525, H4 1.089, H5 1.088
2 C 2.720 -1.190 2.536  C1 1.553, H6 1.091, H8 1.087, H9 1.091
3 C 2.445 1.294 2.250  C1 1.525, H7 1.086, H10 1.093, H11 1.083
4 H 2.325 0.127 4.101  C1 1.089
5 H 3.953 0.311 3.545  C1 1.088
6 H 3.593 -1.337 1.900  C2 1.091
7 H 2.762 1.047 1.241  C3 1.086
8 H 1.830 -1.186 1.911  C2 1.087
9 H 2.629 -2.066 3.181  C2 1.091
10 H 1.353 1.243 2.235  C3 1.093
11 H 2.755 2.300 2.504  C3 1.083
12 C -2.056 2.576 -2.095  C15 1.474, H28 1.089, H29 1.090, H30 1.090
13 C -1.917 -0.918 -0.856  C14 1.403, C18 1.367, N21 1.414
14 C -1.377 0.082 -1.680  C13 1.403, C15 1.412, C20 1.404
15 C -2.114 1.260 -1.433  C12 1.474, C14 1.412, C16 1.415
16 C -3.093 0.929 -0.467  C15 1.415, N21 1.337, H27 1.086
17 C -0.273 -2.430 -1.607  C18 1.409, C19 1.388, H22 1.080
18 C -1.316 -2.137 -0.706  C13 1.367, C17 1.409, H23 1.086
19 C 0.215 -1.480 -2.494  C17 1.388, C20 1.386, H24 1.080
20 C -0.282 -0.186 -2.517  C14 1.404, C19 1.386, H25 1.079
21 N -2.971 -0.351 -0.104  C13 1.414, C16 1.337, H26 1.014
22 H 0.196 -3.403 -1.598  C17 1.080
23 H -1.695 -2.896 -0.027  C18 1.086
24 H 1.023 -1.736 -3.163  C19 1.080
25 H 0.205 0.623 -3.038  C20 1.079
26 H -3.775 -0.930 0.112  N21 1.014
27 H -3.909 1.455 0.021  C16 1.086
28 H -1.050 2.898 -2.361  C12 1.089
29 H -2.550 3.360 -1.521  C12 1.090
30 H -2.553 2.540 -3.064  C12 1.090

Now the Mulliken charges, all in e:
1 C -0.209
2 C -1.032
3 C -1.046
4 H 0.246
5 H 0.309
6 H 0.290
7 H 0.288
8 H 0.196
9 H 0.365
10 H 0.250
11 H 0.347
12 C -1.369
13 C -0.095
14 C 0.891
15 C 0.695
16 C -0.469
17 C -0.423
18 C -0.648
19 C -0.626
20 C -0.496
21 N -0.072
22 H 0.435
23 H 0.460
24 H 0.424
25 H 0.410
26 H 0.345
27 H 0.444
28 H 0.374
29 H 0.386
30 H 0.330